ORCA calculation (ωB97M-V/def2-TZVPD) on C3H11Cl2N2PSi in the gas phase in a non-equilibrium geometry.

Last column: natural (NBO) charge in e.
CARTESIAN COORDINATES (ANGSTROEM)
1 C 0.1126 0.1739 -1.8698  -1.079
2 Si -0.1704 -0.1189 0.0606  1.749
3 C -1.4054 -1.6146 0.3571  -1.089
4 C -0.6010 1.5495 0.8563  -1.158
5 N 1.3286 -0.6982 0.7752  -1.315
6 P 3.4200 -0.0580 0.4477  1.637
7 N 4.4461 0.1248 1.5674  -1.238
8 Cl 3.3949 1.6145 -0.8033  -0.279
9 Cl 3.8466 -1.4759 -0.7456  -0.161
10 H -0.3895 1.1069 -2.2285  0.237
11 H 1.1758 0.1509 -2.0253  0.237
12 H -0.3694 -0.5398 -2.4616  0.227
13 H -0.9152 -2.3555 1.0239  0.243
14 H -2.4597 -1.4742 0.6594  0.244
15 H -1.3622 -1.9382 -0.7268  0.234
16 H -1.4835 1.8244 0.2918  0.229
17 H -0.6699 1.5444 2.0058  0.245
18 H 0.1589 2.3665 0.9202  0.253
19 H 1.3063 -1.0053 1.7181  0.382
20 H 4.3075 0.7908 2.2859  0.403

As for the HOMO-LUMO gap: 8.75 eV. As for the electronic energy: -48481.42366 eV. As for the multiplicity: 1. The calculation puts the energy relative to the best compared isomer or geometry (same formula, charge and spin) at 287.5 kJ/mol.

ORCA calculation (ωB97M-V/def2-TZVPD) on a molecular structure, C3H11N2 in a non-equilibrium geometry.

Last column: natural (NBO) charge in e.
CARTESIAN COORDINATES (ANGSTROEM)
1 N -0.5257 -3.4431 -0.8726  -0.015
2 C -1.2511 -2.8671 0.1855  -0.352
3 C -2.2931 -1.8794 -0.3584  -0.266
4 N -2.9086 -1.2646 0.7760  -0.454
5 C -1.8482 0.0342 1.1791  -0.559
6 H 11.8917 11.1325 -1.9352  -0.002
7 H -0.3514 -4.4261 -0.6127  0.355
8 H 11.6984 11.8415 -2.1437  0.002
9 H -1.7463 -3.7436 0.6558  0.259
10 H -0.4915 -2.3501 0.8115  0.348
11 H -1.7025 -1.1946 -1.0030  0.213
12 H -2.9114 -2.2985 -1.1439  0.273
13 H -2.9980 -0.1239 0.5673  0.436
14 H -1.4308 0.5837 0.3287  0.243
15 H -1.0300 -0.6286 1.5111  0.238
16 H -2.1016 0.6278 2.0546  0.282

As for the HOMO-LUMO gap: 5.64 eV. The charge is +1. As for the electronic energy: -6253.35379 eV. As for the multiplicity: 1. The calculation puts the energy relative to the best compared isomer or geometry (same formula, charge and spin) at 986.8 kJ/mol.

ORCA calculation (ωB97M-V/def2-TZVPD) on 2 unconnected molecules or ions with the total composition C3H11N2O.

Last column: natural (NBO) charge in e.
CARTESIAN COORDINATES (ANGSTROEM)
1 C 1.2006 -0.4939 -1.7123  -0.631
2 C -0.1475 0.0902 -1.3544  -0.212
3 N -1.0178 1.7731 1.7648  -0.727
4 C -0.7622 0.8240 0.8918  0.394
5 N -0.1136 1.0385 -0.2143  -0.499
6 H 1.9868 0.2463 -1.8052  0.222
7 H 1.5338 -1.2100 -0.9640  0.233
8 H 1.1171 -0.9967 -2.6733  0.242
9 H -0.6178 0.6411 -2.1749  0.222
10 H -0.8243 -0.7243 -1.0777  0.215
11 H -0.9491 2.7448 1.5016  0.417
12 H -1.3716 1.6374 2.7106  0.441
13 H -1.0552 -0.2030 1.0988  0.257
14 H 0.3203 1.9304 -0.4077  0.417
15 H 0.7089 -2.3425 2.0892  0.493
16 H -0.1458 -2.8951 0.9666  0.488
17 O 0.1375 -2.0604 1.3603  -0.971

As for the HOMO-LUMO gap: 11.81 eV. The charge is +1. As for the electronic energy: -8311.30510 eV. As for the multiplicity: 1. The calculation puts the energy relative to the best compared isomer or geometry (same formula, charge and spin) at 47.0 kJ/mol.

ORCA calculation (ωB97M-V/def2-TZVPD) on 2 unconnected molecules or ions with the total composition C3H11N2O in a non-equilibrium geometry.

Last column: natural (NBO) charge in e.
CARTESIAN COORDINATES (ANGSTROEM)
1 C 2.4665 0.3682 0.7449  -0.674
2 C 0.9898 0.1363 0.6517  0.242
3 C 0.4878 -0.7013 -0.2870  -0.168
4 N -0.9359 -1.0934 -0.0630  -0.720
5 N 0.0824 0.8570 1.4487  -0.868
6 H 2.8845 1.3685 0.5918  0.248
7 H 2.9446 -0.2358 -0.0234  0.241
8 H 2.7525 0.0745 1.7649  0.246
9 H 0.9106 -0.7503 -1.2770  0.241
10 H -1.0371 -2.0985 -0.2006  0.431
11 H -1.5665 -0.6194 -0.7610  0.467
12 H -1.1241 -0.8007 0.8999  0.457
13 H 0.5610 1.0928 2.3116  0.392
14 H -0.3752 1.6765 1.0856  0.412
15 H -1.7050 0.8563 -2.3968  0.504
16 H -3.1224 0.1088 -2.4714  0.521
17 O -2.3218 0.2866 -1.9476  -0.971

As for the HOMO-LUMO gap: 10.31 eV. The charge is +1. As for the electronic energy: -8310.17709 eV. As for the multiplicity: 1. The calculation puts the energy relative to the best compared isomer or geometry (same formula, charge and spin) at 155.8 kJ/mol.

ORCA calculation (ωB97M-V/def2-TZVPD) on 2 unconnected molecules or ions with the total composition C3H11N2O in a non-equilibrium geometry.

Last column: natural (NBO) charge in e.
CARTESIAN COORDINATES (ANGSTROEM)
1 C 0.0820 -2.2652 0.1988  -0.558
2 N 1.1592 -2.1324 1.2064  -0.669
3 H 1.5890 -3.0578 1.0839  0.454
4 H 0.7621 -2.0373 2.1378  0.451
5 H 1.9172 -1.4700 1.0556  0.461
6 H -0.0623 -3.1775 -0.3555  0.252
7 H -0.9558 -1.9544 0.5292  0.254
8 H -0.1795 -1.4227 -0.5706  0.330
9 C -1.6573 0.8333 -0.1427  -0.746
10 C -0.1768 1.2252 -0.4289  0.697
11 O 0.6348 0.3688 -0.7354  -0.666
12 N -0.0059 2.5605 -0.3674  -0.797
13 H -2.4661 1.5253 -0.3601  0.243
14 H -1.7996 0.5631 0.9168  0.232
15 H 0.9375 2.8430 -0.6161  0.420
16 H -0.8616 3.0830 -0.4164  0.420
17 H -1.9308 -0.0676 -0.6964  0.223

As for the HOMO-LUMO gap: 10.03 eV. The charge is +1. As for the electronic energy: -8309.73240 eV. As for the multiplicity: 1. The calculation puts the energy relative to the best compared isomer or geometry (same formula, charge and spin) at 198.7 kJ/mol.

ORCA calculation (ωB97M-V/def2-TZVPD) on 2 unconnected molecules or ions with the total composition C3H11N2O in a non-equilibrium geometry.

Last column: natural (NBO) charge in e.
CARTESIAN COORDINATES (ANGSTROEM)
1 C 0.6655 -2.5438 1.7952  -0.727
2 C 0.2085 -1.1570 1.3298  0.693
3 O -0.0932 -0.9836 0.1357  -0.709
4 N -0.2608 -0.2467 2.2600  -0.784
5 H 0.2771 -3.4653 1.0240  0.272
6 H 0.3820 -2.7700 2.8986  0.242
7 H -0.4340 0.6694 1.8570  0.379
8 H -0.1113 -0.3002 3.2025  0.404
9 H 1.7198 -2.6438 1.7642  0.250
10 C -0.2133 1.9827 -2.7330  -0.459
11 N -0.3410 1.3585 -1.3308  -0.681
12 H 0.2452 1.8514 -0.5602  0.441
13 H -1.3052 1.4532 -1.0005  0.441
14 H -0.0857 0.4236 -1.2494  0.472
15 H -0.7500 3.0046 -2.6764  0.246
16 H -0.7272 1.2777 -3.5765  0.263
17 H 0.8234 2.0894 -3.1402  0.259

As for the HOMO-LUMO gap: 10.40 eV. The charge is +1. As for the electronic energy: -8310.07674 eV. As for the multiplicity: 1. The calculation puts the energy relative to the best compared isomer or geometry (same formula, charge and spin) at 165.5 kJ/mol.

ORCA calculation (ωB97M-V/def2-TZVPD) on 2 unconnected molecules or ions with the total composition C3H11N2O in a non-equilibrium geometry.

Last column: natural (NBO) charge in e.
CARTESIAN COORDINATES (ANGSTROEM)
1 C -0.9014 1.6635 1.2739  -0.880
2 C 0.1090 -1.4861 -0.0674  -0.336
3 C 0.9821 -0.2850 -0.1137  0.727
4 N 0.8210 0.4840 -1.1849  -0.738
5 N -0.7387 -1.5285 -1.2494  -0.850
6 O 1.6523 -0.0389 0.9628  -0.549
7 H -0.9734 1.0749 0.3769  0.190
8 H -0.4407 2.5297 1.2878  0.221
9 H -1.8642 2.0253 1.5733  0.248
10 H -0.6628 -1.4624 0.6760  0.282
11 H 0.8397 -2.4627 0.0796  0.248
12 H 0.0603 0.1711 -1.8805  0.471
13 H 1.0316 1.4499 -1.3644  0.445
14 H -1.4810 -2.2528 -1.2959  0.415
15 H -0.4171 1.2042 2.1448  0.221
16 H -0.2079 -1.8397 -2.0389  0.366
17 H 2.1914 0.7535 0.8200  0.519

As for the HOMO-LUMO gap: 10.68 eV. The charge is +1. As for the electronic energy: -8309.23647 eV. As for the multiplicity: 1. The calculation puts the energy relative to the best compared isomer or geometry (same formula, charge and spin) at 246.6 kJ/mol.

ORCA calculation (ωB97M-V/def2-TZVPD) on 2 unconnected molecules or ions with the total composition C3H11N2O in a non-equilibrium geometry.

Last column: natural (NBO) charge in e.
CARTESIAN COORDINATES (ANGSTROEM)
1 C 0.2547 -0.2758 2.6295  -0.740
2 C 0.9686 0.0201 1.3440  0.715
3 O 0.3886 -0.2877 0.3065  -0.724
4 N 2.2103 0.5690 1.3398  -0.796
5 H 0.9724 -0.6495 3.3466  0.249
6 H -0.6239 -0.9704 2.5097  0.262
7 H 2.7750 0.7264 0.5080  0.420
8 H 2.4770 1.0674 2.1995  0.411
9 H -0.0230 0.5629 3.2772  0.261
10 C -1.7214 -0.6695 -2.3181  -0.436
11 N -0.5344 0.3594 -2.0925  -0.731
12 H -0.2298 0.3282 -1.0841  0.485
13 H 0.1672 0.2120 -2.8052  0.438
14 H -0.9149 1.4119 -2.1298  0.439
15 H -1.6328 -0.9685 -3.3540  0.244
16 H -2.7674 -0.1770 -2.3074  0.239
17 H -1.7662 -1.2590 -1.3699  0.265

As for the HOMO-LUMO gap: 10.90 eV. The charge is +1. As for the electronic energy: -8310.65004 eV. As for the multiplicity: 1. The calculation puts the energy relative to the best compared isomer or geometry (same formula, charge and spin) at 110.2 kJ/mol.